A structure of composition C44H37AsIrN3PS3, computed with wB97M-V/def2-TZVPD.

```
90
Properties=species:S:1:pos:R:3:forces:R:3:lowdin_spin:R:1
Ir -1.102194 0.400971 0.766443 -0.16 -0.57 0.19 0.928
C 0.991784 0.034748 5.947863 -0.03 -0.01 0.03 0.022
S 0.260602 1.570013 5.377797 0.02 0.02 0.02 0.100
C -0.374639 1.123922 3.817872 -0.03 0.10 0.00 0.114
S -0.352111 -0.448474 3.207509 0.09 0.09 -0.08 0.386
N -0.891012 2.205602 3.213440 0.06 -0.15 0.00 0.238
N -1.293253 2.071736 1.975409 -0.16 0.26 0.01 0.367
C -1.923919 3.221234 1.473265 0.08 -0.08 -0.01 0.386
C -2.335208 3.242835 0.153326 0.04 0.03 0.05 0.070
C -2.982959 4.375856 -0.408571 -0.01 0.00 -0.03 0.128
C -3.380225 4.344430 -1.716665 0.00 0.03 0.03 0.013
C -3.138644 3.191053 -2.472535 0.01 -0.02 -0.03 0.162
C -2.495194 2.122586 -1.868265 0.04 0.05 0.02 0.012
N -2.089160 2.124388 -0.606397 -0.10 0.09 -0.14 0.258
H 1.443784 0.270690 6.909333 0.01 -0.01 0.01 0.000
H 1.756395 -0.314062 5.255900 0.00 0.02 -0.02 0.005
H 0.231988 -0.731735 6.079238 0.00 -0.02 0.01 0.006
H -2.063725 4.051164 2.148936 0.01 0.02 0.03 0.014
H -3.150792 5.245075 0.211833 0.00 0.01 0.02 0.005
H -3.874466 5.197434 -2.160747 -0.01 0.01 0.00 -0.003
H -3.439702 3.122975 -3.507460 0.00 -0.01 -0.02 0.010
H -2.289159 1.223382 -2.435471 -0.05 0.04 -0.02 -0.002
S -3.192126 -0.257017 1.475683 0.20 0.11 -0.06 0.531
C -3.304438 -1.996153 1.386308 0.01 0.02 -0.04 0.039
C -4.386865 -2.622280 2.012757 0.00 0.00 -0.01 0.056
C -4.513627 -3.997857 1.948520 0.01 -0.01 -0.01 -0.008
C -3.581679 -4.754367 1.246103 -0.01 0.02 0.01 0.064
C -2.513187 -4.133976 0.610535 0.01 0.00 0.01 -0.004
C -2.363370 -2.759383 0.691666 0.04 -0.02 -0.02 0.048
As -0.971371 -1.786613 -0.240519 -0.05 0.09 0.00 0.000
C -1.523118 -2.137950 -2.061047 0.00 0.04 0.02 0.002
C -2.621267 -1.413672 -2.515938 0.00 -0.02 -0.01 0.000
C -3.119496 -1.634186 -3.790104 -0.01 0.01 -0.01 0.000
C -2.520518 -2.579564 -4.613294 0.00 0.00 0.00 0.000
C -1.437467 -3.312853 -4.153402 0.01 0.00 0.02 0.000
C -0.938865 -3.098947 -2.873881 0.01 -0.03 -0.01 0.000
C 0.619414 -2.830097 0.060954 0.00 0.00 0.03 0.000
C 1.690558 -2.770859 -0.827048 -0.02 0.05 -0.07 0.000
C 2.885671 -3.401347 -0.512796 -0.01 0.00 0.01 0.000
C 3.019650 -4.082610 0.688336 -0.01 0.01 0.00 0.000
C 1.956788 -4.133808 1.579616 0.00 -0.01 0.00 0.000
C 0.758413 -3.506751 1.270797 0.00 -0.01 -0.02 0.000
H -5.112831 -2.023868 2.546485 -0.01 0.01 0.01 0.001
H -5.344515 -4.483720 2.441331 -0.01 0.00 0.00 -0.002
H -3.690979 -5.828447 1.187644 0.00 -0.02 0.00 0.004
H -1.797793 -4.727294 0.052481 0.00 0.01 0.01 -0.001
H -3.100079 -0.687164 -1.866522 0.01 -0.03 0.01 0.001
H -3.978566 -1.075660 -4.138197 -0.01 0.00 -0.01 0.000
H -2.907450 -2.752825 -5.608146 0.00 0.00 -0.02 0.000
H -0.978843 -4.059346 -4.788131 0.00 -0.01 -0.01 0.000
H -0.100814 -3.686982 -2.522051 -0.01 0.01 0.00 0.000
H 1.608461 -2.222510 -1.759916 -0.02 -0.03 0.04 0.000
H 3.713962 -3.352795 -1.206847 0.02 0.00 -0.01 0.000
H 3.953223 -4.572175 0.931107 0.01 -0.01 0.00 0.000
H 2.058716 -4.660700 2.519049 0.00 -0.01 0.01 0.000
H -0.058221 -3.537992 1.981686 -0.02 0.00 0.00 0.000
C 2.377629 -0.392091 -4.012125 -0.02 -0.01 0.01 0.000
C 1.034505 -0.146682 -3.762018 0.02 -0.01 0.00 0.000
C 0.642528 0.328490 -2.519749 -0.03 -0.02 0.01 0.001
C 1.582826 0.565953 -1.521506 0.04 0.04 0.01 0.002
C 2.929519 0.324414 -1.781464 0.03 0.00 0.00 0.000
C 3.321976 -0.156068 -3.021755 0.00 0.00 0.00 0.000
P 1.026469 1.198017 0.091014 0.02 0.05 0.03 0.013
C 2.437625 0.864294 1.184007 -0.03 -0.12 0.02 0.003
C 2.553804 -0.417453 1.720438 0.00 0.05 0.01 0.005
C 3.648657 -0.756700 2.497360 0.04 0.02 0.02 0.002
C 4.637207 0.184109 2.752445 -0.01 -0.03 0.00 0.000
C 4.536275 1.456492 2.211295 -0.01 0.01 -0.02 0.002
C 3.446643 1.794204 1.421484 0.05 0.05 -0.02 0.000
C 1.019605 3.009497 -0.111430 -0.05 0.01 -0.08 0.002
C 1.097897 3.837911 1.008536 -0.03 -0.03 0.05 0.006
C 0.994052 5.213384 0.875360 -0.02 -0.01 0.01 0.004
C 0.787802 5.778268 -0.375112 0.01 -0.01 -0.03 0.000
C 0.706358 4.962531 -1.493777 0.00 0.02 0.01 0.003
C 0.830639 3.586724 -1.365425 -0.03 -0.03 0.04 0.000
H 2.688924 -0.768923 -4.976956 0.00 -0.01 -0.02 0.000
H 0.291855 -0.334819 -4.526105 -0.02 -0.01 -0.02 0.000
H -0.405754 0.502695 -2.315385 0.05 -0.01 0.00 0.000
H 3.671158 0.492129 -1.011012 0.00 0.01 -0.02 0.000
H 4.368603 -0.349322 -3.214542 0.02 0.00 0.00 0.000
H 1.786682 -1.153995 1.532216 0.02 0.01 0.01 0.003
H 3.725614 -1.755914 2.905366 0.00 -0.01 0.01 0.000
H 5.488541 -0.076362 3.366679 0.02 0.00 0.01 0.000
H 5.308979 2.189771 2.396555 0.02 0.02 0.00 0.000
H 3.395735 2.783536 0.986929 0.00 -0.02 0.01 0.000
H 1.245614 3.413642 1.994028 -0.03 -0.02 0.01 0.000
H 1.071226 5.842155 1.752456 -0.01 0.01 0.01 0.000
H 0.702902 6.851634 -0.478739 -0.01 0.02 0.00 0.000
H 0.554853 5.396032 -2.473117 0.00 0.01 -0.02 0.000
H 0.777448 2.968382 -2.251247 0.00 -0.04 -0.02 0.000
```
Positions in Å, forces in eV/Å.

- E_tot (eV) = -156165.654
- orbital gap (spin up / spin down) (eV) = 6.49 / 5.72
- HOMO level (spin up / spin down) (Ha) = -0.3134 / -0.3861
- 2S+1 = 5
- total charge = +1
- LUMO energy (spin up / spin down) (eV) = -2.04 / -4.79
- energy above the lowest of the compared OMol25 structures with the same formula, charge and spin (kcal/mol) = 0.0

---

A structure of composition C44H37CuN4O2, computed with wB97M-V/def2-TZVPD.

```
88
Properties=species:S:1:pos:R:3:forces:R:3:lowdin_spin:R:1
Cu 0.048425 1.217137 -0.635080 -0.14 -0.37 -0.41 0.625
C -2.581473 0.271584 1.874786 -0.01 0.00 0.04 0.001
C -3.407400 0.071831 0.637725 -0.02 -0.06 0.10 0.005
C -4.442037 -0.858091 0.615047 -0.01 0.00 -0.02 -0.001
C -5.193735 -1.060136 -0.532013 0.06 0.06 -0.01 0.005
C -4.905950 -0.315206 -1.666884 0.00 0.06 0.04 -0.001
C -3.886069 0.631188 -1.668705 -0.05 0.00 -0.02 0.004
C -3.590047 1.434610 -2.903176 -0.05 -0.06 -0.01 0.000
C -3.126247 0.824149 -0.504859 0.09 -0.01 -0.01 0.000
N -2.022302 1.708991 -0.522116 0.02 0.12 -0.12 0.072
C -2.275961 3.012947 -0.654774 0.01 0.08 -0.02 0.004
O -3.350262 3.622980 -0.571700 0.05 -0.12 -0.01 0.002
C -1.033081 3.815391 -1.011493 0.05 -0.25 0.02 0.001
C -1.032203 5.175463 -1.254990 0.06 0.14 0.00 0.001
C 0.163175 5.768645 -1.648749 -0.02 -0.01 -0.01 -0.002
C 1.315403 5.003743 -1.787972 -0.02 0.09 -0.01 0.001
C 1.232286 3.649854 -1.517561 -0.08 -0.19 0.09 0.001
N 0.080199 3.105752 -1.146415 0.03 0.41 -0.10 0.038
C 2.409315 2.689353 -1.597686 -0.02 0.04 -0.03 0.004
O 3.522363 3.157821 -1.870948 -0.08 -0.13 0.03 0.003
N 2.047664 1.426967 -1.355466 0.18 0.18 0.10 0.071
C 3.081798 0.451462 -1.330958 -0.09 0.02 -0.04 0.000
C 3.884569 0.305261 -0.189089 0.05 0.03 0.06 0.004
C 3.784168 1.297136 0.936753 0.04 -0.01 -0.03 0.000
C 4.796274 -0.741590 -0.116142 -0.04 0.03 0.01 -0.001
C 4.949937 -1.631440 -1.169434 -0.04 0.04 0.00 0.005
C 4.200361 -1.444444 -2.317120 0.02 0.01 0.00 -0.001
C 3.275155 -0.406977 -2.418440 -0.06 -0.06 -0.05 0.004
C 2.517881 -0.236726 -3.710867 0.00 0.03 0.09 0.001
H -2.943837 -0.355190 2.692626 -0.01 0.02 -0.01 0.000
H -2.618347 1.319258 2.187941 0.04 -0.03 -0.01 0.000
H -1.536776 0.019683 1.677097 -0.04 0.01 0.01 0.001
H -4.647227 -1.439383 1.509612 0.01 0.03 -0.03 0.000
H -5.987642 -1.799026 -0.546637 0.03 0.03 0.00 0.000
H -5.478204 -0.469825 -2.576822 0.03 0.00 0.03 0.000
H -4.190683 1.081448 -3.742676 0.01 -0.01 -0.01 0.000
H -2.535295 1.351097 -3.172662 0.04 0.00 0.00 0.000
H -3.806960 2.492202 -2.738045 0.00 -0.02 0.01 0.000
H -1.954137 5.726895 -1.135676 0.01 0.00 -0.02 0.000
H 0.194504 6.832873 -1.853758 0.00 -0.02 0.01 0.000
H 2.267131 5.416083 -2.093573 -0.02 0.00 0.02 0.000
H 2.746471 1.498153 1.195218 -0.05 0.00 0.02 0.000
H 4.225870 2.253269 0.637734 -0.04 -0.05 0.00 0.000
H 4.313383 0.933468 1.821342 -0.02 0.01 -0.03 0.000
H 5.393613 -0.857483 0.783587 -0.02 0.01 -0.03 0.000
H 5.654403 -2.452116 -1.097758 -0.02 0.02 -0.01 0.000
H 4.331344 -2.111516 -3.164248 -0.01 0.02 0.02 0.000
H 3.190889 -0.375912 -4.558662 0.00 0.00 -0.01 0.000
H 2.073903 0.754395 -3.781519 -0.01 0.00 0.01 0.000
H 1.716767 -0.973261 -3.798933 -0.01 -0.01 0.00 0.000
N 0.366873 2.079971 1.605900 0.13 0.10 -0.01 0.001
C 0.230460 1.754057 2.695795 -0.16 -0.09 0.65 0.000
C 0.050202 1.335006 4.069920 0.10 0.04 -0.44 0.000
C -1.047842 1.773918 4.799826 -0.10 0.07 0.06 0.000
C -1.207763 1.347560 6.109189 -0.01 0.03 -0.07 0.000
C -0.279953 0.486534 6.679081 -0.03 -0.01 0.03 0.000
C 0.812063 0.047875 5.944214 0.04 0.00 -0.07 0.000
C 0.980762 0.471001 4.635029 0.12 -0.12 0.05 0.000
H -1.766026 2.437239 4.336742 0.00 -0.01 0.02 0.000
H -2.062538 1.683752 6.681567 0.01 0.00 -0.01 0.000
H -0.413120 0.149672 7.699384 0.00 0.01 -0.01 0.000
H 1.531433 -0.628653 6.386978 -0.01 0.01 -0.01 0.000
H 1.821768 0.133453 4.041733 -0.01 0.00 0.03 0.000
C 2.014680 -5.365482 1.200904 0.01 0.07 -0.02 -0.002
C 1.779955 -4.916249 -0.094126 0.00 0.00 0.03 0.000
C 1.381532 -3.608704 -0.327458 -0.03 0.01 -0.05 -0.002
C 1.196759 -2.713253 0.728441 -0.09 0.07 0.03 0.004
C 1.465494 -3.171709 2.020743 -0.02 -0.02 0.01 -0.002
C 1.862525 -4.480787 2.260713 -0.02 0.04 -0.05 0.000
C 0.811091 -1.292758 0.523520 0.13 -0.05 -0.05 0.006
C 0.032755 -0.727240 -0.410482 -0.18 -0.30 0.11 0.099
C -0.837017 -1.482607 -1.349260 0.10 0.03 0.14 0.011
C -0.908885 -1.110206 -2.692557 0.05 0.01 -0.12 0.010
C -1.754291 -1.759536 -3.583529 0.04 0.03 0.07 -0.001
C -2.587520 -2.776715 -3.140462 0.05 0.00 0.06 0.010
C -2.564510 -3.131015 -1.795440 0.04 0.02 -0.06 -0.001
C -1.700191 -2.497438 -0.917806 0.03 0.01 0.08 0.010
H 2.329628 -6.387241 1.378092 -0.01 0.03 0.00 0.000
H 1.919137 -5.589505 -0.932352 -0.01 0.02 0.01 0.000
H 1.225754 -3.264189 -1.342251 -0.02 0.01 0.02 0.000
H 1.352892 -2.479975 2.850787 0.00 -0.03 -0.01 0.000
H 2.055445 -4.810774 3.275178 0.00 0.01 -0.01 0.000
H 1.310460 -0.625863 1.233730 0.00 -0.05 -0.08 0.003
H -0.288010 -0.288320 -3.035545 -0.04 -0.03 0.00 0.000
H -1.779884 -1.448866 -4.621527 0.01 0.00 0.00 0.000
H -3.264305 -3.270730 -3.827378 0.00 0.01 0.01 0.001
H -3.235842 -3.897698 -1.425310 0.02 0.02 0.00 0.000
H -1.705358 -2.767253 0.132189 0.02 -0.01 -0.01 0.000
```
Positions in Å, forces in eV/Å.

- E_tot (eV) = -100927.307
- orbital gap (spin up / spin down) (eV) = 6.40 / 7.04
- HOMO level (spin up / spin down) (Ha) = -0.1585 / -0.1823
- 2S+1 = 2
- total charge = -1
- LUMO energy (spin up / spin down) (eV) = 2.09 / 2.08
- energy above the lowest of the compared OMol25 structures with the same formula, charge and spin (kcal/mol) = 1.8